Record 1
Formula: C27H31MnN3O3Si
Source: the Open Molecules 2025 dataset
Level of theory: wB97M-V/def2-TZVPD

Summary:
E_tot, Ha: -2877.91255
LUMO energy (alpha / beta), eV: 0.0137 / 0.0075
Total charge: 0
Multiplicity: 2
Energy relative to the best compared isomer or geometry (same formula, charge and spin), kcal/mol: 1.62

The geometry in XYZ format:
```
66
C27H31MnN3O3Si (wB97M-V/def2-TZVPD)
H 2.19840 7.18881 1.87773
C -2.37596 0.42283 1.80562
C 3.10710 1.46715 1.53931
H 4.51129 3.04862 1.64318
O 1.49242 -0.20755 1.37287
C -1.33549 -3.10462 -1.05829
H -2.23077 -3.24881 3.42158
H -1.26828 -1.13453 -1.25275
H -0.19414 2.14403 -4.04878
H -0.65311 -0.89968 -5.07895
H 3.88122 -3.92883 -0.49360
C 1.12055 3.44814 1.65914
C 3.46371 2.76835 1.61721
H -5.42638 1.81728 2.19946
H -2.61670 -3.54562 1.70479
Si 0.46637 -0.03643 -3.03270
H -0.75809 -2.10987 -3.81361
C 2.48520 3.80639 1.66944
C 0.54885 5.79489 1.81254
H -4.22848 -2.25101 2.79393
C 2.85716 5.16287 1.74693
C 1.73317 1.05652 1.47147
H -0.88862 4.22642 1.72104
C 0.71117 -4.53279 -1.49902
C -3.35506 1.39899 1.82896
C 2.06982 -4.74112 -1.34156
Mn -0.09603 -0.86507 0.48946
H 1.06715 1.36852 -5.01651
H 1.97879 -2.02770 -2.79019
N -1.02373 0.65396 1.43806
H 2.54441 -5.61103 -1.77650
H 1.47966 2.18888 -3.50277
O -1.63130 -1.76603 2.10156
N -0.59940 1.79001 1.73655
O -1.66284 -1.79696 -0.63061
H 2.51632 -0.98152 -4.10393
H 0.70393 1.02251 -0.95673
C -4.65287 1.06066 2.19082
C -1.87911 -3.12885 2.39548
H -1.90471 -3.79741 -0.43618
C 0.74989 2.06058 1.55637
H -5.96617 -0.51088 2.81595
C 2.81498 -3.81274 -0.62822
C -3.97643 -1.23591 2.52066
C -0.06528 0.30536 -1.28322
C 0.73043 1.56248 -3.99397
H 2.82895 -0.52373 -2.42591
H -0.97895 0.92403 -1.32281
N 0.85804 -2.51576 -0.24468
H -0.20590 6.57011 1.86826
H -0.92784 -3.64200 2.27824
H 0.09639 -5.22827 -2.05661
H -1.65352 -3.26583 -2.08908
C 2.17324 -2.71177 -0.09762
C 1.90798 6.14791 1.81782
H -3.08831 2.41005 1.55526
C 2.09507 -0.98520 -3.09440
H 3.84445 0.67443 1.50486
H 3.91266 5.41106 1.74996
C -4.95467 -0.24648 2.53430
C 0.16105 4.48153 1.73122
H 2.68530 -1.94512 0.47021
C -0.81392 -1.03665 -4.00583
H -1.83481 -0.70743 -3.78526
C -2.68718 -0.89649 2.15187
C 0.13892 -3.40367 -0.93181
```


Record 2
Formula: C27H31N3O2S2
Source: the Open Molecules 2025 dataset
Level of theory: wB97M-V/def2-TZVPD

Summary:
E_tot, Ha: -2158.49687
LUMO energy, eV: -2.7852
Total charge: 0
Energy relative to the best compared isomer or geometry (same formula, charge and spin), kcal/mol: 110.23

The geometry in XYZ format:
```
65
C27H31N3O2S2 (wB97M-V/def2-TZVPD)
H 4.64444 4.45224 4.46590
C -0.75154 -1.48439 2.26363
S -0.15277 1.44069 -3.01493
H 4.56760 2.20257 -2.65189
C 0.39462 2.31961 -4.31461
C -1.24577 0.13572 0.43133
H 4.02540 0.73586 2.34696
N -0.61718 -0.18770 1.58000
H 3.76539 3.69465 -3.13716
C 1.90135 3.35980 2.75692
H 5.50448 2.22693 3.70210
H 4.45146 2.61432 -4.37352
C -4.50037 -3.62034 -2.43580
H 0.88305 3.64780 2.48335
H 3.33945 0.35899 -4.78434
C -3.50923 -1.39342 -2.20805
O 1.74184 2.56585 -4.41328
C 1.48927 1.19190 1.53782
C -2.03057 -0.73976 -0.31382
H -0.73886 -2.48738 4.96978
H 1.17230 1.67137 0.59710
C 2.71432 4.20179 3.52228
H 2.03953 0.27120 1.28252
H 3.42285 -0.04786 -3.05809
H -0.22176 -3.56750 2.02259
C 2.81061 0.43715 -3.82507
H 2.17683 1.93972 -2.44006
N -6.46519 -5.00346 -5.01636
C 3.92075 2.64829 -3.41560
H -2.86222 -1.81365 1.79985
C -5.82758 -4.22538 -4.41543
C -2.72173 -0.43759 -1.48347
H 0.94481 -2.41444 1.29825
H -3.35129 -3.00991 -0.73990
H -3.91405 -0.05495 -3.86509
H -1.08812 1.16033 0.08580
C 0.57369 0.00554 3.57640
C 2.38516 2.11844 2.33747
C -2.20393 -1.76373 2.66784
O 1.21074 0.42380 4.54150
C -3.75130 -2.70529 -1.70850
S -0.61707 2.91972 -5.48661
C 0.22642 0.77529 2.29932
C -5.04770 -3.26996 -3.67723
H 2.32477 5.16848 3.84745
N 0.04692 -1.24717 3.45977
C 4.49694 2.55560 3.43967
H -2.55078 -0.94518 3.31385
C 0.22181 -2.22017 4.51182
C -0.12088 -2.63030 1.46117
H -2.10662 -1.75805 0.05718
C 2.60513 1.88519 -3.46119
H 1.85794 -0.10165 -3.89002
H -2.66251 0.57395 -1.89053
H -0.59195 -2.75342 0.48510
H -5.25715 -1.71349 -5.15510
H 0.68482 -3.13374 4.12077
H -2.25762 -2.71449 3.21069
C -4.08118 -1.05769 -3.46729
H 0.87171 -1.78785 5.27714
C -4.82964 -1.97793 -4.18606
H -0.36641 1.67059 2.57448
C 3.68244 1.71960 2.67488
C 4.01074 3.79853 3.86546
H -4.66657 -4.62366 -2.03914
```


Record 3
Formula: C27H31N3O3
Source: the Open Molecules 2025 dataset
Level of theory: wB97M-V/def2-TZVPD

Summary:
E_tot, Ha: -1437.46332
LUMO energy, eV: 0.6248
Total charge: 0
Energy relative to the best compared isomer or geometry (same formula, charge and spin), kcal/mol: 59.44
Structure (SMILES): CCOc1ccccc1CN1CCC(Oc2ccc(C(=O)NCc3ccccn3)cc2)CC1

The geometry in XYZ format:
```
64
C27H31N3O3 (wB97M-V/def2-TZVPD)
H 5.13119 -2.94321 -2.19189
C -3.79659 3.97997 1.64559
H 0.23205 -1.93992 -1.30226
C 0.90118 -3.58646 0.90809
H 1.02496 -2.55286 1.22779
C 4.66338 -2.10507 -2.68520
N -3.28982 2.66654 1.30779
C 3.56087 -1.52220 -2.08392
C -3.28715 -2.08829 1.05456
H -0.78222 7.00341 2.91007
C -2.95943 4.62313 2.72314
C -1.17215 -0.99262 0.77629
H -3.86411 -2.99890 1.01835
H 1.88339 2.02329 -2.78936
C -3.11107 0.27730 1.45961
C 0.14960 -3.01742 -1.43499
H -2.45960 2.62244 0.74093
H 2.28410 -1.38815 -0.38312
C 2.21229 -4.09376 0.28438
H -4.90627 -0.84869 1.69619
C 0.05774 1.61020 -1.71395
H 0.47441 1.87281 -0.74480
C 2.92559 -0.44282 -2.71596
H -3.79250 4.61225 0.75557
H -0.11973 -0.98832 0.54772
C -0.21941 -3.72044 -0.12694
N 2.56435 -3.43764 -0.95664
H -0.74387 6.30166 5.30637
O 1.83507 0.08249 -2.08105
C 3.04574 -2.07172 -0.78111
H 1.79632 -3.06042 -2.84330
C 3.42097 0.02539 -3.92796
H -4.81937 3.83699 2.00539
C -3.79480 1.53557 1.86104
C 1.49613 -3.57003 -1.92606
C -1.40456 6.19250 3.26664
C -1.76029 0.20422 1.14685
H 4.89552 -0.19344 -5.45093
C -3.86224 -0.89782 1.42730
H 2.11374 -5.16288 0.06829
C -1.93029 -2.15910 0.71043
C 5.15256 -1.63864 -3.89285
H -2.21718 4.41206 6.00795
N -2.16707 5.61873 2.35124
H -3.66542 3.33060 4.28095
H 2.94872 0.85272 -4.43380
H -0.33007 -4.79241 -0.34977
C 1.17655 1.19284 -2.65630
C -3.00809 4.14888 4.03124
H 3.87067 -2.11787 -0.06254
H -0.46355 2.47133 -2.12252
H 6.01319 -2.10380 -4.34822
C -1.38299 5.80115 4.59558
H 3.03370 -3.96561 0.99319
H 0.76301 0.91993 -3.63716
C 4.52740 -0.57126 -4.50860
H 1.39059 -4.63723 -2.14766
H -1.13061 1.08019 1.21927
H 0.65438 -4.17967 1.79007
H -0.64985 0.79516 -1.58285
O -4.76413 1.54996 2.59790
H -0.62517 -3.20579 -2.18025
C -2.20343 4.75130 4.98214
O -1.51635 -3.40053 0.36403
```


Record 4
Formula: C27H32As2Br2N7O11PtS2
Source: the Open Molecules 2025 dataset
Level of theory: wB97M-V/def2-TZVPD

Summary:
E_tot, Ha: -12793.12484
LUMO energy (alpha / beta), eV: -8.1407 / -11.5032
Total charge: +3
Multiplicity: 5
Energy relative to the best compared isomer or geometry (same formula, charge and spin), kcal/mol: 31.86

The geometry in XYZ format:
```
84
C27H32As2Br2N7O11PtS2 (wB97M-V/def2-TZVPD)
N 1.22099 -0.75723 -1.93069
H 0.07804 -1.74643 3.76245
C 0.69314 -2.48079 3.24887
H 5.80764 -6.39655 1.68516
H 1.61347 0.67305 6.20116
H 0.48352 -6.64643 1.00351
C -0.18083 2.23501 2.15553
Br 2.52755 -2.14367 -6.13229
H 1.10480 3.65058 2.74868
As 5.28809 -1.90758 1.04926
H 5.22488 -1.34984 -1.41290
C 4.34853 -4.30524 -0.24082
H 0.56233 2.14033 -4.72650
O 0.43743 -4.05695 0.45602
O 6.40772 -0.67601 3.54801
O -2.24394 -3.93379 -1.00005
S -2.40306 -2.73092 1.35572
H 1.43823 -2.87765 3.93417
Br -0.83948 4.71034 -4.77838
H 2.76428 -3.34344 -3.39783
C 1.33636 -6.60145 0.33087
O 5.21964 -5.20798 0.14385
N 1.87021 1.87753 1.00897
C -1.13778 3.58307 -2.19820
H 2.03332 -2.51736 -1.21574
H 7.15469 -0.18366 5.42202
O 1.36864 0.53645 3.71143
C 4.91192 -0.80038 -0.52762
C 4.35415 -0.82015 2.41997
O 5.16643 1.20473 3.42217
C 2.00434 -1.60031 -4.43116
C 0.25523 1.29180 -2.77154
C 2.68635 0.78238 6.07774
H -1.86943 -0.22963 2.30989
C 2.25249 -2.39545 -3.32652
N 0.56805 1.61355 1.23591
H 0.06484 -3.28579 2.88175
C 3.06126 -0.78414 2.72240
C 1.61468 -4.28073 0.68924
H 8.35305 -0.49699 4.14744
C -2.80483 -5.18514 -0.48005
C 0.11594 2.25955 -3.75021
As 1.60548 -1.63988 1.75658
C -2.08070 -2.91042 -0.26882
C 7.40784 -0.02092 4.37765
Pt 0.20831 -0.19779 -0.01561
C 2.56515 -3.17726 1.04833
H -2.53737 0.62557 1.06610
H 7.44270 1.04096 4.16180
C 1.84220 -1.93276 -2.09521
H 1.00126 -6.51956 -0.70010
N -0.25975 1.46040 -1.54725
N -1.70629 0.50987 1.63755
H -2.01815 -5.93027 -0.51729
H 3.21663 0.41322 6.94558
C -0.93212 2.58471 -1.27274
C 1.35288 -0.38282 -4.26819
O 3.15114 -0.01861 4.96057
H 5.51658 0.10101 -0.44536
H 1.96415 -7.47477 0.45399
O 2.33616 1.09800 0.15699
H 1.14156 0.22192 -5.13752
C 5.60694 -5.34404 1.52968
C 3.85439 -3.23285 0.71517
H -3.17717 -5.05936 0.53263
H -0.44538 3.70691 3.53534
H -3.60830 -5.46162 -1.15272
H 6.51135 -4.77447 1.71201
C -0.59882 3.41292 -3.46514
O 2.48042 2.77038 1.53941
O 3.97435 -4.21601 -1.38690
C 5.33831 0.03585 3.21171
O 2.17125 -5.46852 0.67012
H -1.32169 2.69016 -0.26750
H 2.94219 1.82321 5.89543
C 0.97119 0.02089 -3.00754
S -1.68649 -1.43288 -1.07035
N 0.16384 3.29998 2.84104
H 4.80937 -5.02126 2.19693
H 3.86472 -0.53034 -0.59119
H -2.04218 2.06396 2.99304
C 2.46223 0.00827 3.85459
H -1.69835 4.47160 -1.93995
N -1.40578 1.69773 2.30281
```


Record 5
Formula: C27H32BF3O4S
Source: the Open Molecules 2025 dataset
Level of theory: wB97M-V/def2-TZVPD

Summary:
E_tot, Ha: -2071.68522
LUMO energy, eV: 0.0991
Total charge: 0
Energy relative to the best compared isomer or geometry (same formula, charge and spin), kcal/mol: 9.48
Structure (SMILES): COc1ccc([C@@H](OC)B2OC(C)(C)C(C)(C)O2)cc1.Cc1ccc(-c2ccc(C(F)(F)F)cc2)s1

The geometry in XYZ format:
```
68
C27H32BF3O4S (wB97M-V/def2-TZVPD)
C 1.32743 1.25916 -1.37131
H -1.43241 0.26664 -3.09162
H -1.09655 0.70931 3.01422
H 1.94586 -2.52527 -3.39613
H 2.89957 -1.70893 3.60949
F -2.90022 4.62667 -2.79848
H -4.14939 2.41040 -1.87270
C -3.14719 -1.95253 3.04437
C 4.11448 -2.08744 1.02757
H 2.51162 3.02424 -1.75700
H 0.92587 -1.24739 -4.09221
H 1.46828 -0.78838 2.98865
H 4.59222 -2.87368 1.62767
S -3.34937 -1.51043 1.34669
C 1.65244 -3.10178 1.23601
C 0.89663 -3.64822 2.45228
H 2.08736 -0.83931 -2.79079
O 0.61772 -2.58805 0.37885
C -0.36295 2.06994 -3.44582
C -1.72566 -0.11377 2.73404
C 1.38814 -1.60480 -3.16966
C -0.58206 0.88110 -2.80475
H 1.56781 -4.13332 3.17670
C -1.38343 2.05479 0.78188
H 3.08629 -0.16564 2.71819
H -0.99531 2.45300 -4.24224
H 1.96460 0.96793 -0.54130
C 0.24269 0.45545 -1.75130
H 0.18921 -4.41740 2.09398
B 1.15849 -1.47453 -0.23202
O 0.67484 4.16798 -3.46158
H -1.59246 -1.35685 4.55250
C -2.60030 4.69875 -1.47362
C -2.33780 -0.09406 1.48811
H 1.60250 5.22815 -1.91711
C -2.09305 -1.20029 3.58985
C -2.30776 1.01418 0.58004
C 1.65316 5.12479 -3.00832
H -3.56854 -4.00492 3.31283
H 2.67122 4.83518 -3.29646
C 2.64715 -1.85670 1.40966
C 2.14258 -4.29342 0.40997
H -5.02343 -3.01575 3.12186
H -0.98513 -1.00583 -0.77727
H 4.22381 -2.34611 -0.04314
C 2.50386 -1.10093 2.75842
F -3.62895 5.37229 -0.87683
C 0.02069 -0.93279 -1.22257
H -0.64026 1.96184 1.58224
O 0.31215 -1.93486 -2.24309
C 1.61646 2.44590 -2.03760
H -4.12679 -3.01433 4.67218
F -1.46703 5.47120 -1.34508
C -3.26535 1.11622 -0.43896
H -3.95241 0.29039 -0.62695
H 1.26443 -4.91288 0.14517
C -1.43188 3.19667 0.02599
C -2.47684 3.34290 -0.87401
C -3.38847 2.31670 -1.11075
H 2.86170 -4.86352 1.00150
H 2.57339 -3.97782 -0.55190
O 2.23829 -0.90428 0.36076
C 0.72245 2.88246 -3.04051
H 4.66797 -1.13339 1.13593
C -4.01348 -3.03000 3.58639
H -0.67096 3.93746 0.26329
H 0.30112 -2.87892 2.97232
H 1.36100 6.05685 -3.49654
```


Record 6
Formula: C27H32Br3N3O12
Source: the Open Molecules 2025 dataset
Level of theory: wB97M-V/def2-TZVPD

Summary:
E_tot, Ha: -9836.48317
LUMO energy (alpha / beta), eV: -5.2278 / -9.2962
Total charge: +1
Multiplicity: 2
Energy relative to the best compared isomer or geometry (same formula, charge and spin), kcal/mol: 21.45

The geometry in XYZ format:
```
77
C27H32Br3N3O12 (wB97M-V/def2-TZVPD)
C 4.11927 3.08651 2.97933
O -6.17937 -0.13329 0.43934
C -2.61421 -0.85736 -1.08889
C 4.37601 -6.05352 -1.74764
C -5.31365 2.87727 3.01227
N 1.16435 -1.38540 -1.30865
H 1.32303 5.54250 -1.78175
H -7.79774 0.66714 -0.49977
O -6.90717 -2.03555 1.41726
O -0.84364 6.04853 -2.22682
O 3.81200 3.48090 4.29451
H -3.55264 -1.26043 -1.43999
H -3.56467 0.84519 -0.00841
C -3.01489 -2.30480 2.63578
C 1.36448 4.47007 -1.90246
C 3.26779 1.16688 1.56380
H -2.61870 -3.08669 3.28370
H 2.72398 5.29357 3.94386
C -0.29468 0.26257 0.01509
O 3.28302 -4.90951 -6.52182
C 3.89014 -6.05068 -4.59694
H 2.80445 0.19805 1.75030
Br -4.77045 4.25755 4.29848
C -1.39119 -1.49175 -1.26037
H 2.76766 -4.30731 -4.23520
H -6.80323 -0.21657 -1.62602
H 3.04306 -4.34737 -1.78839
N -0.99457 4.80135 -2.09825
H -7.74063 -1.14950 -0.50483
O 2.21042 -1.00793 -0.78876
C 3.42116 -5.02698 -3.76467
C 3.47341 4.83930 4.59200
O 4.42181 3.77423 1.99850
H -4.99309 -2.57775 3.34885
H -4.87319 -3.29183 1.86313
H 4.46812 -6.03616 -0.67172
H -2.88569 -1.38406 3.20465
C 1.26420 1.78940 -2.32270
C 0.14801 3.89710 -2.16638
C 3.58041 -5.10837 -2.33477
C -0.13642 -0.84318 -0.87001
H -5.28976 1.87873 3.44866
C -1.54162 0.81759 0.28596
H 3.31399 1.65381 -1.88935
N 3.69492 -5.96093 -6.06186
H 3.47464 4.17732 -1.55362
H -1.41526 -2.42628 -1.80118
O 3.74970 1.76064 2.86345
H 2.05827 4.00947 5.95021
C 4.69433 -7.03635 -3.99398
C 2.47076 2.31484 -2.02500
C 4.85550 -7.05629 -2.59777
H 4.13203 1.07113 0.90652
H 5.39670 -7.87280 -2.14300
C -4.54159 -2.38842 2.37498
C 2.51212 3.73434 -1.76275
O -4.90981 -1.21070 1.73595
H 2.69815 1.87832 0.96591
C 2.83491 4.77382 5.97683
O -2.11600 4.33352 -1.92055
H -0.88700 2.11166 -2.52107
C 0.09929 2.53508 -2.40120
O 1.13487 -2.16338 -2.23853
Br -7.08445 3.35076 2.22265
O 3.83742 -7.05894 -6.62867
C -6.11108 -1.12916 1.34642
H 4.38289 5.43356 4.68046
Br -3.88403 2.78178 1.63243
H 3.60204 4.28254 6.57536
H 0.55296 0.70753 0.51501
H -1.72702 1.73848 0.81887
H -2.48223 -2.09417 1.70842
H 2.40798 5.70917 6.33869
H 5.04503 -7.89458 -4.54791
C -7.17590 -0.22225 -0.60172
H 1.25446 0.71542 -2.43621
C -2.67416 0.31262 -0.30807
```